Run P
The following is a quantum chemistry calculation of a 2-piece molecular cluster, C4H9N overall, from the Open Molecules 2025 dataset.

The value obtained for the HOMO energy is -9.85 eV. The calculation puts the frontier orbital gap at 10.82 eV.

Geometry as ORCA input:
```
! wB97M-V def2-TZVPD RIJCOSX def2/J DEFGRID3
* xyz 0 1
H -1.4644 1.2929 -0.7176
H 2.3474 -1.1561 1.7746
N -2.1812 2.0287 -2.5134
H -0.1409 -1.5531 2.4284
C 1.5013 -1.2062 1.0987
H 0.1296 0.1375 2.1058
C 0.1617 -0.8492 1.6465
H 2.8699 -1.4657 -0.3990
H -0.6258 -0.9327 0.8949
H 1.2360 -1.3852 -1.0835
H -1.4969 3.1412 -0.9838
H -2.5418 1.0895 -2.6794
C -1.6132 2.1390 -1.3911
C 1.8183 -1.2805 -0.1810
*
```

***

Run Q
The following is a quantum chemistry calculation of one molecule with the formula C4H9N, from the Open Molecules 2025 dataset.

The value obtained for the HOMO energy is -7.53 eV. The calculation puts the frontier orbital gap at 8.75 eV.

Geometry as ORCA input:
```
! wB97M-V def2-TZVPD RIJCOSX def2/J DEFGRID3
* xyz 0 1
H -1.3462 1.8899 -2.1770
C -0.3587 1.6106 -1.8112
C 0.1019 -0.1346 -0.1075
C 0.4136 -2.0019 1.5103
H 0.4524 0.1189 1.9945
H 1.1068 -2.1546 2.3348
H 0.3389 2.4394 -1.8823
H 0.0338 0.8249 -2.4643
H 0.5231 -2.6257 0.6241
H 0.3142 -0.8239 -0.9246
H -0.5380 -2.3198 1.9594
C 0.2882 -0.5441 1.1508
N -0.4030 1.1047 -0.4442
H -1.1813 1.4621 0.0754
*
```

***

Run R
The following is a quantum chemistry calculation of a 2-piece molecular cluster, C4H9N overall, from the Open Molecules 2025 dataset.

The value obtained for the HOMO energy is -8.34 eV. The calculation puts the frontier orbital gap at 9.50 eV.

Geometry as ORCA input:
```
! wB97M-V def2-TZVPD RIJCOSX def2/J DEFGRID3
* xyz 0 1
C -0.1407 -2.0633 -0.6922
H -0.6401 1.6082 0.0219
H 1.6476 0.1335 0.8662
H -1.1068 -2.5342 -0.9043
H -0.5415 2.8787 -1.2128
H -1.1173 -0.9377 2.2035
N -0.3745 -0.7568 -0.0689
H 0.3759 -1.9042 -1.6455
C -0.0076 2.3918 -0.3944
H 0.4616 -2.7431 -0.0689
C 0.6865 -0.3524 0.8967
H 0.9025 1.9294 -0.7886
H 0.2539 3.1271 0.3705
C -0.3995 -0.7770 1.4168
*
```

***

Run S
The following is a quantum chemistry calculation of one molecule with the formula C4H9N, from the Open Molecules 2025 dataset.

The value obtained for the HOMO energy is -8.83 eV. The calculation puts the frontier orbital gap at 10.16 eV.

Geometry as ORCA input:
```
! wB97M-V def2-TZVPD RIJCOSX def2/J DEFGRID3
* xyz 0 1
C -1.2642 -0.3302 -0.8783
C 0.0357 0.2482 1.1230
C -0.2264 -0.6979 0.1788
H -1.8118 -1.1917 -1.3057
H -0.8077 0.5893 1.7255
H 2.0571 -0.2316 1.0698
N -0.5435 0.2901 -2.0166
H 0.3254 -0.2069 -2.1231
H 1.5695 0.1966 2.6500
H 1.7800 1.4639 1.2644
C 1.4473 0.4869 1.6105
H -2.0003 0.3193 -0.3933
H -1.1805 0.3879 -2.7914
H 0.6193 -1.3242 -0.1138
*
```

***

Least stable = run R

***

Run P
The following is a quantum chemistry calculation of one molecule with the formula C4H9N, from the Open Molecules 2025 dataset.

The value obtained for the HOMO energy is -9.40 eV. The calculation puts the frontier orbital gap at 10.57 eV.

Geometry as ORCA input:
```
! wB97M-V def2-TZVPD RIJCOSX def2/J DEFGRID3
* xyz 0 1
H -1.5659 -1.4508 -0.1676
H -1.5995 0.3144 1.6093
C -0.7206 0.1863 0.9925
H 1.4298 1.4110 -1.0786
C -0.5875 -1.0573 0.1135
N -0.3773 1.3261 0.1150
H 0.1122 0.0638 1.6564
H 1.6387 0.4063 0.3816
H -0.5144 -0.3893 -1.7652
C 0.3526 -0.5365 -1.0853
H -0.1102 -1.8783 0.6649
H 0.9911 -1.2062 -1.6504
H 0.0610 2.0981 0.6359
C 0.8900 0.7124 -0.4220
*
```

***

Run Q
The following is a quantum chemistry calculation of one molecule with the formula C4H9N, from the Open Molecules 2025 dataset.

The value obtained for the HOMO energy is -7.54 eV. The calculation puts the frontier orbital gap at 8.60 eV.

Geometry as ORCA input:
```
! wB97M-V def2-TZVPD RIJCOSX def2/J DEFGRID3
* xyz 0 1
N -1.3300 -0.9422 1.2222
H 1.8344 -0.5402 -1.4498
H 0.6312 -1.6924 -1.0532
C 0.3279 0.2510 -0.1320
H -0.8754 -1.8086 1.0032
C 1.2046 -0.8649 -0.6245
C 0.5664 1.6115 -0.7772
H 1.8189 -1.2848 0.1728
C -0.8701 0.1404 0.4605
H -0.3537 2.1561 -0.9321
H 1.3360 2.2198 -0.3029
H -1.6765 0.8071 0.1860
H 0.9474 1.4237 -1.7903
H -2.1700 -0.8074 1.6999
*
```

***

Run R
The following is a quantum chemistry calculation of one molecule with the formula C4H9N, from the Open Molecules 2025 dataset.

The value obtained for the HOMO energy is -6.88 eV. The calculation puts the frontier orbital gap at 7.59 eV.

Geometry as ORCA input:
```
! wB97M-V def2-TZVPD RIJCOSX def2/J DEFGRID3
* xyz 0 1
H 1.8767 2.6652 0.7081
C -0.1831 -1.1835 0.1963
C 0.8693 2.3439 0.4523
H 0.2550 0.6036 1.6539
H 0.1968 3.1633 0.2384
C -0.9013 -1.9850 -0.8977
H -0.8919 -3.0253 -0.5470
C 0.5471 1.0297 0.6888
H -0.9010 -1.2473 1.0286
H -1.9856 -1.8645 -0.9234
H -0.5307 0.6374 -0.9847
N -0.0229 0.1844 -0.2366
H -0.4308 -1.9675 -1.8772
H 0.6728 -1.7538 0.5473
*
```

***

Least stable = run R

***

Run P
The following is a quantum chemistry calculation of a 2-piece molecular cluster, C4H9N overall, from the Open Molecules 2025 dataset.

The value obtained for the HOMO energy is -8.88 eV. The calculation puts the frontier orbital gap at 9.37 eV.

Geometry as ORCA input:
```
! wB97M-V def2-TZVPD RIJCOSX def2/J DEFGRID3
* xyz 0 1
H 0.1146 -3.1179 -1.5728
C 0.9570 -2.0434 0.0195
H -1.6975 -1.5208 0.1761
H -2.0636 -2.5906 -1.1248
H 1.9767 -2.3347 -0.2167
C 0.3499 4.4896 0.3578
H 0.9328 -1.0125 0.3608
H 0.3810 3.9075 -0.5860
C -1.4991 -2.5275 -0.1874
H 0.3005 5.5683 0.1772
C -0.0483 -2.6583 -0.6025
N 0.5938 3.8555 1.4292
H 1.4856 3.3702 1.3569
H -1.7833 -3.3853 0.4129
*
```

***

Run Q
The following is a quantum chemistry calculation of a 2-piece molecular cluster, C4H9N overall, from the Open Molecules 2025 dataset.

The value obtained for the HOMO energy is -7.83 eV. The calculation puts the frontier orbital gap at 6.84 eV.

Geometry as ORCA input:
```
! wB97M-V def2-TZVPD RIJCOSX def2/J DEFGRID3
* xyz 0 1
H 1.3849 0.7902 1.8324
H 1.9251 -0.2863 -0.3171
H 0.0156 -0.3227 2.0784
C 0.5469 0.2915 1.3404
C -0.9974 0.4688 -0.1998
H 0.5583 -0.1497 -1.6424
H -0.4429 -1.4817 -1.1916
N -0.3508 1.2263 0.7118
H -1.3893 1.1742 -1.1876
C 1.1187 -0.6754 0.2986
H -1.9459 1.2002 -1.8604
H -1.8406 -0.0381 0.2770
C -0.0151 -0.5540 -0.8176
H 1.4324 -1.6432 0.6780
*
```

***

Run R
The following is a quantum chemistry calculation of a 2-piece molecular cluster, C4H9N overall, from the Open Molecules 2025 dataset.

The value obtained for the HOMO energy is -8.22 eV. The calculation puts the frontier orbital gap at 9.16 eV.

Geometry as ORCA input:
```
! wB97M-V def2-TZVPD RIJCOSX def2/J DEFGRID3
* xyz 0 1
H -0.8697 0.2801 0.5561
H 3.4671 0.2673 -2.0200
C 3.4720 0.9754 -0.0472
C -1.7736 -0.3236 0.5121
H 2.8734 1.3121 0.7824
H 4.5415 0.9206 0.0806
H 1.8336 0.8229 -1.3886
H -2.9663 -1.2668 -0.8762
C 2.8897 0.6819 -1.1977
H -1.8485 -0.5278 2.6181
C -2.2979 -0.7375 1.6598
H -3.1813 -1.3645 1.7166
H -1.6247 -0.4361 -1.5093
N -2.2800 -0.5446 -0.7550
*
```

***

Least stable = run Q

***

Run P
The following is a quantum chemistry calculation of one molecule with the formula C4H9N, from the Open Molecules 2025 dataset.

The value obtained for the HOMO energy is -9.07 eV. The calculation puts the frontier orbital gap at 10.24 eV.

Geometry as ORCA input:
```
! wB97M-V def2-TZVPD RIJCOSX def2/J DEFGRID3
* xyz 0 1
H -1.0899 -1.2046 1.1871
H -1.5984 0.9199 -0.9264
H 1.3728 -0.2250 1.3446
C 0.4543 1.0831 -0.1286
H 2.2687 -0.2259 -0.1952
N 0.4661 -1.3428 -0.1865
H 0.7009 1.3659 -1.1983
H -1.5985 -1.5057 -0.4701
C 1.2576 -0.1921 0.2463
H 0.7508 1.9554 0.5105
H -1.5343 1.0856 0.8681
H 0.5448 -1.4188 -1.1921
C -0.9462 -0.9250 0.1447
C -1.0486 0.6300 -0.0039
*
```

***

Run Q
The following is a quantum chemistry calculation of a 2-piece molecular cluster, C4H9N overall, from the Open Molecules 2025 dataset.

The value obtained for the HOMO energy is -9.25 eV. The calculation puts the frontier orbital gap at 10.19 eV.

Geometry as ORCA input:
```
! wB97M-V def2-TZVPD RIJCOSX def2/J DEFGRID3
* xyz 0 1
H -2.1298 0.0386 1.1240
H 2.1440 0.1522 1.9745
H 0.3191 -1.1968 -1.8718
C -2.1465 0.0734 0.0287
C -1.3346 -1.0666 -0.5301
H 3.6876 -0.1263 1.0368
C 2.7799 0.4627 1.1386
H 1.9160 2.1056 0.9343
N 2.6470 1.5418 0.4990
H -1.0263 -1.7816 0.2197
H -3.2206 -0.0136 -0.1448
H -1.8042 1.0681 -0.2437
C -0.7396 -0.9958 -1.7207
H -1.0919 -0.2618 -2.4444
*
```

***

Least stable = run Q

***

Run P
The following is a quantum chemistry calculation of C4H9N as an isolated structure, from the Open Molecules 2025 dataset.

The value obtained for the HOMO energy is -7.62 eV. The calculation puts the frontier orbital gap at 7.54 eV.

Geometry as ORCA input:
```
! wB97M-V def2-TZVPD RIJCOSX def2/J DEFGRID3
* xyz 0 1
C -0.1897 1.1428 1.4309
H 0.4136 2.0432 1.4510
H 1.7295 -2.3040 0.2743
C -0.0732 -1.3137 -1.8898
N 0.1422 -0.0204 -2.1571
H -1.4028 -0.1402 0.1662
C 0.3965 0.3856 -0.9097
H 0.3133 0.3202 1.9425
H -0.9233 -1.6081 -1.2454
H 1.3030 1.0526 -0.9765
H 1.4669 -2.9928 0.1743
H -1.0840 1.3232 2.0418
C -0.6979 0.6872 0.0705
H -1.3940 1.4243 -0.3729
*
```

***

Run Q
The following is a quantum chemistry calculation of a 2-piece molecular cluster, C4H9N overall, from the Open Molecules 2025 dataset.

The value obtained for the HOMO energy is -8.38 eV. The calculation puts the frontier orbital gap at 9.54 eV.

Geometry as ORCA input:
```
! wB97M-V def2-TZVPD RIJCOSX def2/J DEFGRID3
* xyz 0 1
H 2.6510 0.4971 0.2724
C -2.3364 0.0937 -0.7827
H -1.4504 -0.4694 -0.4803
H 1.0316 -1.4210 2.2464
H -2.6219 -0.2147 -1.7912
N 0.7380 -0.4458 0.0797
H -0.2366 1.4167 1.2380
H 1.8673 0.6176 -1.3298
C 0.2537 0.4610 1.1611
C 2.0358 -0.0374 -0.4676
H 2.5769 -0.9258 -0.8106
H -3.1664 -0.0855 -0.0946
C 0.7527 -0.6478 1.5516
H -2.0952 1.1614 -0.7924
*
```

***

Least stable = run P

***

Run P
The following is a quantum chemistry calculation of a 2-piece molecular cluster, C4H9N overall, from the Open Molecules 2025 dataset.

The value obtained for the HOMO energy is -7.21 eV. The calculation puts the frontier orbital gap at 7.26 eV.

Geometry as ORCA input:
```
! wB97M-V def2-TZVPD RIJCOSX def2/J DEFGRID3
* xyz 0 1
H -1.4121 -0.8081 2.8642
H 0.9339 -1.5703 -1.3776
C -0.4307 0.1158 -1.5555
H -0.9582 -0.4506 3.3293
H -1.2684 -0.5383 -1.7274
H 1.6451 -0.0285 -1.7378
H -1.4941 1.2711 1.2898
C -0.6427 0.9908 0.6828
H -0.5855 1.4177 -0.3876
H 2.1128 -0.7837 0.6197
C 1.2280 -0.2560 0.3125
H -0.3101 0.9329 -2.2428
N 0.3255 0.2211 1.0861
C 0.8565 -0.5140 -1.1557
*
```

***

Run Q
The following is a quantum chemistry calculation of C4H9N as an isolated structure, from the Open Molecules 2025 dataset.

The value obtained for the HOMO energy is -6.18 eV. The calculation puts the frontier orbital gap at 5.32 eV.

Geometry as ORCA input:
```
! wB97M-V def2-TZVPD RIJCOSX def2/J DEFGRID3
* xyz 0 1
H 0.3467 -1.0479 -1.9067
C 1.1685 -0.1692 -1.7698
C -0.8175 0.1646 -0.3023
H 2.2871 0.7588 0.0651
H 2.3687 -1.0495 -0.1202
H -2.8331 0.2347 5.0440
C 1.6929 -0.1704 -0.1716
H -0.9228 1.2549 -0.0699
H 1.7410 0.2701 -2.5576
H -1.7294 -0.3500 0.0527
H -2.4451 -0.1378 5.5902
H -0.9716 0.4682 -2.5711
C -0.2902 0.0727 -1.7759
N 0.4047 -0.2991 0.4931
*
```

***

Run R
The following is a quantum chemistry calculation of a 2-piece molecular cluster, C4H9N overall, from the Open Molecules 2025 dataset.

The value obtained for the HOMO energy is -9.52 eV. The calculation puts the frontier orbital gap at 10.67 eV.

Geometry as ORCA input:
```
! wB97M-V def2-TZVPD RIJCOSX def2/J DEFGRID3
* xyz 0 1
H 0.9239 -1.0819 0.0389
H -0.2737 -1.9847 -1.7378
N 0.8043 2.5082 0.0603
H 0.1719 1.8481 -1.7191
H 1.9678 1.5641 -1.4362
C -0.1231 -1.3245 0.2072
H -1.8364 -2.1452 -0.7339
C -0.8310 -1.7591 -0.8358
C -0.7483 -0.7305 1.4348
H -0.1226 -0.8275 2.3237
H -0.8899 0.3393 1.2661
C 1.0260 1.9629 -1.0538
H 1.6613 2.7836 0.5404
H -1.7302 -1.1527 1.6452
*
```

***

Run S
The following is a quantum chemistry calculation of one molecule with the formula C4H9N, from the Open Molecules 2025 dataset.

The value obtained for the HOMO energy is -7.98 eV. The calculation puts the frontier orbital gap at 9.16 eV.

Geometry as ORCA input:
```
! wB97M-V def2-TZVPD RIJCOSX def2/J DEFGRID3
* xyz 0 1
C 0.8585 1.6752 0.3997
N -0.5336 -0.4253 -0.1632
H 0.3383 -1.6235 1.4984
H -2.2474 -1.4565 -0.7019
H 1.6068 -0.2505 -0.6433
H -1.4626 -0.5473 -1.9886
H -0.0441 0.2316 1.7387
C -1.2677 -1.2044 -1.1319
C 0.7825 0.1260 -0.0179
C 0.1211 -0.6320 1.0878
H -0.8384 -2.1445 -1.5305
H -0.0254 2.1804 0.8630
H 1.0482 2.2324 -0.5067
H 1.6707 1.9002 1.1202
*
```

***

Least stable = run Q